# 1
ORCA calculation (ωB97M-V/def2-TZVPD) on 2 unconnected molecules or ions with the total composition C5H8O2.

```
15
Properties=species:S:1:pos:R:3:forces:R:3:nbo_charge:R:1
C 1.1472 -1.7080 0.9745 0.06 0.02 -0.18 -0.19
C 1.4632 -1.1731 -0.1657 -0.04 -0.17 0.10 -0.16
O -0.4563 0.0440 -1.8950 -0.17 0.46 0.26 -0.52
C -0.7122 1.0937 -1.3597 0.10 -0.27 -0.20 0.42
C -0.4146 1.4334 0.0894 -0.04 0.08 -0.04 -0.17
O -0.2526 0.3236 0.9178 -0.02 -0.02 -0.01 -0.53
C 1.0482 -0.2437 0.9057 0.24 0.13 0.16 0.03
H -1.9922 -1.1545 0.2208 -0.11 -0.08 -0.02 0.01
H 0.9745 -2.5851 1.5785 0.06 0.13 -0.08 0.23
H 1.7515 -1.2677 -1.1995 -0.05 -0.03 0.15 0.24
H -2.6139 -1.5020 0.0002 0.02 0.02 0.02 -0.02
H -1.1987 1.9159 -1.9283 0.10 -0.01 0.01 0.10
H 0.4756 2.0906 0.0891 -0.13 -0.06 -0.01 0.19
H -1.2467 2.0339 0.4787 0.08 -0.08 -0.07 0.21
H 1.7584 0.4211 1.4109 -0.11 -0.11 -0.09 0.16
```
Forces are in eV/Å.

Results
Total charge ... 0
DFT total energy ... -345.6374 hartree
LUMO energy ... 1.0 eV
SMILES string ... O=CCOC1C=C1.[H][H]
Multiplicity ... 1
HOMO energy ... -9.479 eV

***

# 2
ORCA calculation (ωB97M-V/def2-TZVPD) on a molecular structure, C26H24F12IrN2O4 at a distorted geometry.

```
69
Properties=species:S:1:pos:R:3:forces:R:3:nbo_charge:R:1
Ir -0.3291 0.7270 -0.0102 0.21 -1.37 -0.01 1.13
C -3.8127 -2.8939 -4.7286 0.02 0.04 0.10 -0.62
C -3.0762 -2.4721 -3.4828 -0.02 -0.05 -0.02 -0.08
C -3.6346 -2.6453 -2.2193 0.07 -0.04 0.02 -0.20
C -2.9679 -2.2070 -1.0981 -0.08 0.02 0.05 -0.23
C -1.7155 -1.5693 -1.1670 -0.51 0.05 0.31 0.14
N -1.1679 -1.0716 0.0171 0.29 0.60 -0.23 -0.58
C -1.3068 -1.8015 1.1926 0.08 -0.16 -0.09 0.26
C -1.1027 -3.1913 1.1302 0.10 -0.05 -0.05 -0.25
C -1.2245 -4.0024 2.2364 -0.06 0.01 -0.03 -0.20
C -1.5602 -3.4660 3.4756 -0.03 0.00 0.02 -0.06
C -1.7012 -4.3324 4.7016 0.12 0.07 -0.06 -0.62
C -1.7382 -2.0946 3.5492 -0.05 -0.09 -0.02 -0.18
C -1.6132 -1.2506 2.4453 -0.02 0.07 0.15 -0.13
C -1.8273 0.2579 2.5535 -0.49 0.17 0.24 0.11
O -0.8704 1.0033 1.9478 -0.06 0.61 -0.45 -0.80
C -3.2843 0.5678 2.0398 0.05 0.00 0.07 0.95
F -3.4600 0.2854 0.7494 0.03 -0.03 -0.09 -0.32
F -3.6170 1.8616 2.2011 0.02 0.06 0.01 -0.33
F -4.2102 -0.1572 2.7056 -0.04 -0.03 0.05 -0.34
C -1.7913 0.7682 4.0371 0.27 0.05 -0.07 0.97
F -2.8309 0.3916 4.8107 -0.04 -0.07 0.03 -0.34
F -0.6752 0.3487 4.6570 0.03 -0.02 -0.01 -0.33
F -1.7677 2.1069 4.0816 -0.01 0.04 0.03 -0.32
C -1.1428 -1.4075 -2.4307 0.08 0.09 -0.18 -0.04
C -1.8333 -1.8702 -3.5538 -0.05 -0.04 -0.01 -0.14
C 0.2627 -0.8246 -2.5637 0.21 -0.17 -0.44 0.09
O 0.6132 0.1846 -1.7370 -0.12 0.71 0.10 -0.80
C 0.5228 -0.2642 -4.0100 0.05 0.13 0.12 0.97
F 0.7081 -1.1974 -4.9713 -0.06 -0.07 -0.02 -0.34
F 1.6211 0.5016 -4.0361 0.06 0.02 -0.02 -0.32
F -0.4933 0.5176 -4.4156 -0.03 0.04 0.02 -0.33
C 1.2615 -2.0118 -2.3477 -0.02 0.05 0.06 0.95
F 0.9863 -3.0854 -3.1191 -0.02 -0.05 -0.03 -0.34
F 2.5301 -1.6617 -2.6174 0.03 0.04 0.00 -0.33
F 1.2245 -2.4310 -1.0795 0.03 0.02 0.04 -0.32
H -4.4626 -3.7462 -4.5242 0.01 -0.01 -0.04 0.21
H -3.1213 -3.1680 -5.5264 -0.01 -0.01 0.00 0.21
H -4.4434 -2.0814 -5.0998 0.00 -0.02 -0.03 0.21
H -4.6054 -3.1202 -2.1175 0.00 0.02 0.02 0.20
H -3.4204 -2.3236 -0.1214 -0.02 0.00 -0.03 0.22
H -0.8245 -3.6170 0.1744 -0.01 -0.01 0.02 0.22
H -1.0493 -5.0693 2.1388 -0.01 0.02 -0.02 0.20
H -1.9524 -5.3580 4.4282 -0.03 0.00 0.02 0.20
H -2.4779 -3.9493 5.3651 -0.01 -0.03 0.00 0.21
H -0.7680 -4.3620 5.2713 -0.02 -0.02 0.01 0.21
H -2.0097 -1.6863 4.5120 0.01 0.05 -0.01 0.21
H -1.3888 -1.7794 -4.5337 0.03 0.04 0.00 0.20
O 4.0881 1.5512 0.0805 0.04 0.00 0.06 -0.67
C 2.7723 1.3934 0.2280 -0.33 0.01 -0.06 0.79
O 2.2594 0.3690 0.5863 0.39 -0.23 0.26 -0.57
C 1.9409 2.6430 -0.0387 0.02 -0.10 0.51 -0.17
N 2.7417 3.7248 -0.6183 -0.14 0.01 -0.21 -0.66
C 2.3903 5.0038 0.0366 0.03 0.02 0.09 -0.22
C 1.1983 4.6900 0.9410 0.05 -0.11 -0.07 -0.42
C 1.4109 3.2203 1.2942 0.04 0.11 -0.15 -0.42
H 1.1065 2.3353 -0.6941 0.06 0.10 -0.15 0.22
H 2.6201 3.7681 -1.6203 -0.01 0.00 -0.01 0.38
H 4.1947 2.4800 -0.2163 -0.02 0.01 -0.05 0.50
H 2.1631 5.7792 -0.6956 0.04 -0.04 -0.07 0.19
H 3.2439 5.3474 0.6257 -0.01 0.03 0.03 0.18
H 0.2646 4.7949 0.3831 -0.01 0.04 0.04 0.21
H 1.1620 5.3358 1.8172 -0.07 0.01 0.00 0.22
H 0.5084 2.7180 1.6392 0.04 -0.02 0.09 0.28
H 2.1768 3.1162 2.0676 0.01 -0.01 -0.01 0.21
C -1.6901 1.9890 -0.8676 0.01 -0.79 0.31 -0.80
H -1.1961 2.5733 -1.6516 0.02 0.01 -0.04 0.17
H -2.1299 2.6505 -0.1167 -0.02 0.05 0.00 0.18
H -2.4807 1.3883 -1.3174 -0.12 0.19 -0.15 0.20
```
Forces are in eV/Å.

Results
Total charge ... -1
DFT total energy ... -2718.5121 hartree
LUMO energy ... 2.4 eV
Multiplicity ... 1
HOMO energy ... -3.991 eV

***

One value per record, in order, for relative energy (zero: lowest compared OMol25 entry of this formula, charge and spin): 105.1, 0.0 kcal/mol.